111
Properties=species:S:1:pos:R:3:forces:R:3 method="wB97M-V/def2-TZVPD" spin_multiplicity=1 total_charge=0
Mg 1.3613 -1.3341 -0.1991 0.14 -0.12 0.22
Cl -0.4227 -6.8243 -4.1289 0.27 0.49 0.59
C 0.0099 -5.8703 -2.7111 0.35 0.83 -1.24
C 0.6123 -4.6190 -2.8471 0.10 -0.23 -0.58
C 0.9556 -3.7957 -1.7984 0.22 -1.11 0.42
N 1.7221 -2.6638 -1.7904 -0.32 1.05 -0.14
C 2.1980 -2.1482 -2.9044 1.34 1.01 -1.35
O 1.9777 -2.4386 -4.0842 0.09 0.08 0.38
C 3.2743 -1.0401 -2.6367 0.45 -0.07 1.90
C 4.1584 -0.6257 -3.6287 -1.59 -0.73 -0.61
C 5.0658 0.3797 -3.3840 0.52 0.33 -0.20
C 5.1692 0.8818 -2.1161 -0.86 -0.40 0.78
C 4.3018 0.3896 -1.1251 0.49 -0.23 0.28
N 3.3966 -0.5606 -1.3180 -0.78 -0.47 -2.28
C 0.6023 -4.2198 -0.5094 -0.52 -0.19 0.79
C -0.0338 -5.4615 -0.3497 0.90 0.83 1.73
C -0.2439 -6.2741 -1.4515 -1.29 -1.23 1.28
Cl -1.1322 -7.7695 -1.1912 0.06 -0.17 0.19
N 0.8244 -3.2506 0.4656 -0.44 -0.47 0.86
C 0.8567 -3.5729 1.7788 0.11 2.97 -2.03
O 0.8907 -4.6452 2.3012 -0.31 -2.18 1.42
C 0.9388 -2.2937 2.6308 -0.07 -1.01 0.53
C 0.3725 -2.3335 3.8979 -0.29 -0.16 0.67
C 0.6159 -1.3147 4.8038 -1.32 -0.58 0.01
C 1.4797 -0.3408 4.4090 -0.14 0.20 0.72
C 1.9738 -0.3547 3.1543 1.57 0.70 -1.80
N 1.6761 -1.2678 2.2124 0.18 0.23 -0.01
H 0.8670 -4.2710 -3.7984 0.26 0.30 -1.42
H 4.0049 -1.0421 -4.6304 0.11 0.12 0.44
H 5.6816 0.8023 -4.1748 -0.06 -0.28 0.05
H 5.8704 1.6442 -1.8715 0.35 0.47 0.18
H 4.3781 0.7504 -0.1020 -0.01 0.10 -0.18
H -0.2391 -5.7498 0.7097 0.10 -0.19 -1.29
H -0.2399 -3.1728 4.1966 0.05 -0.13 -0.23
H 0.0806 -1.2260 5.7556 0.39 -0.37 -0.27
H 1.7527 0.4287 5.0765 0.37 0.83 0.54
H 2.7460 0.3948 2.9141 -0.67 -0.25 -0.32
C -2.9419 4.7849 0.1985 2.22 0.69 0.88
C -2.3070 3.4583 -0.0305 -0.55 0.42 -0.09
C -3.0199 2.3138 -0.1993 -2.25 -1.38 0.34
C -2.4292 1.0680 -0.3073 2.22 -0.37 0.38
C -3.3923 -0.0299 -0.3800 -1.50 -0.65 2.19
O -3.9000 -0.3959 -1.3972 -0.37 -0.22 -1.42
C -4.0017 -0.5828 0.9554 0.43 -0.56 -1.26
C -3.4106 -0.3856 2.1817 -1.27 -0.87 0.11
C -3.9677 -0.9993 3.3015 0.23 0.38 1.04
C -5.0443 -1.8660 3.2606 -1.90 -0.63 -0.49
C -5.6682 -2.1033 2.0047 2.42 1.23 -1.02
C -5.0729 -1.4806 0.8500 -0.83 -0.06 2.96
C -1.0038 0.8554 -0.2333 0.04 2.57 -0.87
O -0.4340 -0.3109 -0.2750 0.80 -0.41 0.18
C -0.2604 2.1358 -0.2231 -1.73 -2.02 -0.07
C -0.9471 3.3187 -0.0906 0.53 0.34 0.40
C 1.1907 2.2823 -0.1314 1.55 -0.43 1.30
N 2.0815 2.1491 -1.0243 -1.00 -0.18 -1.60
C 1.6117 1.7245 -2.4122 1.31 -0.76 1.48
C 0.9902 2.7834 -3.2576 -1.59 -0.51 -1.04
Te 2.1586 4.3668 -4.1880 -0.45 -0.83 0.36
C 2.3868 5.4528 -2.4179 0.69 0.29 0.40
C 3.6518 5.8144 -1.9931 0.44 0.02 1.00
C 3.8603 6.5137 -0.7977 0.03 0.26 -0.73
C 2.7651 6.9146 -0.0812 -0.47 -0.23 0.55
C 1.4938 6.5188 -0.4464 0.20 -0.82 -1.57
C 1.3074 5.7826 -1.6237 -0.87 -0.66 -0.40
C 1.7089 2.6738 1.2567 -1.40 0.59 -0.33
C 0.8472 2.8361 2.3454 1.77 -0.09 0.50
C 1.3426 3.3364 3.5522 -2.83 -0.68 0.60
C 2.6295 3.7444 3.7141 1.08 0.23 0.84
C 3.4953 3.5532 2.6666 -0.99 -0.90 -1.38
C 3.0114 3.0445 1.4499 1.61 0.60 -0.41
H -3.8607 4.7703 0.6834 -1.82 -0.49 0.81
H -3.0767 5.3099 -0.7095 -0.06 0.73 -1.05
H -2.2941 5.4008 0.8779 -0.36 -0.37 -0.73
H -4.1514 2.2391 -0.1311 1.37 0.71 -0.19
H -2.5226 0.1667 2.2927 0.87 0.92 0.04
H -3.5620 -0.6869 4.2611 0.08 -0.43 0.01
H -5.5437 -2.3409 4.1543 1.02 0.76 -0.84
H -6.4991 -2.7769 1.8540 -0.10 0.02 0.23
H -5.5223 -1.6609 -0.0759 -0.42 -0.16 -1.44
H -0.3590 4.1896 0.1216 0.34 0.51 -0.16
H 0.9270 0.8372 -2.3159 0.34 0.80 -0.11
H 2.5241 1.3785 -2.8989 -0.14 -0.11 -0.02
H 0.1200 3.1453 -2.7139 0.06 0.74 -0.02
H 0.4798 2.2206 -4.0907 0.75 0.70 0.35
H 4.4910 5.4054 -2.4880 0.86 -0.09 -0.71
H 4.8288 6.8265 -0.4131 0.07 -0.39 -0.42
H 2.8965 7.4336 0.8463 0.04 0.36 0.32
H 0.6703 6.7640 0.1509 -1.11 0.32 0.83
H 0.3838 5.2874 -2.0150 0.23 1.15 1.04
H -0.1382 2.4800 2.3271 -1.30 -0.26 -0.21
H 0.5997 3.3068 4.3914 0.94 0.43 -0.65
H 3.0010 4.1586 4.6554 -0.24 -0.21 -0.24
H 4.5322 3.6780 2.7555 1.26 0.64 0.18
H 3.6665 3.0250 0.5667 -0.15 -0.19 0.52
N -3.1430 -5.0818 -1.0449 -1.36 1.15 0.19
C -3.3669 -4.6899 0.3995 1.36 1.14 -0.59
C -2.4317 -3.5442 0.8775 -0.15 -2.34 -0.54
N -2.3299 -2.4963 -0.0631 -0.25 0.10 -1.47
C -2.2801 -2.7907 -1.5167 1.07 1.95 0.31
C -3.2842 -3.8196 -1.9200 -1.27 -0.09 0.87
H -3.8762 -5.7391 -1.3068 0.03 0.01 -0.03
H -2.2811 -5.5619 -1.2148 1.20 -0.17 -0.03
H -3.2625 -5.5332 1.0539 -0.21 -0.51 0.11
H -4.3265 -4.2581 0.3464 -1.50 0.08 0.40
H -1.4853 -4.0415 1.1395 -0.10 0.45 0.17
H -2.9353 -3.1814 1.7599 0.04 0.20 0.64
H -1.5976 -1.8702 0.2360 0.27 0.33 -0.52
H -1.2511 -3.0206 -1.8458 -0.55 -0.44 0.02
H -2.5136 -1.8194 -2.0906 0.08 -1.52 0.89
H -3.0976 -4.1475 -2.9310 -0.27 0.04 -0.38
H -4.3638 -3.4248 -1.7478 1.81 -0.80 -0.41


102
Properties=species:S:1:pos:R:3:forces:R:3 method="wB97M-V/def2-TZVPD" spin_multiplicity=1 smiles="NC(N)(N)CN(OC(=O)c1ccccc1)S(=O)(=O)F.O=C1OCCO1.O=C1OCCO1.O=C1OCCO1.O=C1OCCO1.O=C1OCCO1.O=C1OCCO1.O=C1OCCO1" total_charge=0
N 1.2425 -1.0842 2.0425 0.01 0.02 -0.13
C 2.0859 -0.8519 0.9228 0.78 -0.01 -0.03
N 3.4775 -1.1219 1.3378 0.09 0.47 -0.46
N 1.7547 -1.7251 -0.1888 -0.12 -0.15 0.25
C 2.0369 0.5856 0.4206 -0.09 0.17 0.32
N 0.6799 1.0251 -0.0041 1.18 -1.20 -1.05
O 0.1399 1.6157 1.1441 -0.76 0.50 -0.36
C -1.2386 1.9859 1.0981 -0.67 2.00 0.29
O -1.4386 3.1243 1.4559 0.63 -1.15 0.05
C -2.3748 1.1059 0.7311 3.24 0.50 0.31
C -2.2360 -0.1270 0.2008 1.47 -0.64 -0.13
C -3.3580 -0.8178 -0.1049 1.41 -2.65 -1.18
C -4.5659 -0.3023 0.0852 -2.01 -1.23 -0.54
C -4.6651 0.9164 0.6251 -3.63 0.35 0.11
C -3.5989 1.6015 0.9543 0.14 3.20 1.37
S 0.6666 2.1571 -1.2943 -1.71 3.64 0.46
O -0.5221 2.0359 -2.0180 -1.42 -2.15 -1.20
O 0.7896 3.5094 -0.8439 1.79 -0.14 0.76
F 1.8209 1.9207 -2.3337 0.45 -1.01 0.89
H 0.8641 -0.2443 2.4440 -0.21 0.01 0.00
H 0.5291 -1.7711 1.8396 -0.14 0.18 0.35
H 3.7356 -0.4426 2.0462 0.02 -0.19 0.37
H 4.0862 -0.9082 0.5492 0.19 -0.19 -0.04
H 2.4379 -1.5645 -0.9227 0.15 0.09 0.06
H 1.9528 -2.6655 0.1433 -0.10 -0.16 -0.04
H 2.7946 0.7067 -0.3456 -0.19 0.08 -0.53
H 2.3240 1.2385 1.2367 0.16 0.23 0.23
H -1.2559 -0.5261 0.0468 0.35 -0.39 -0.16
H -3.2669 -1.8070 -0.5116 0.08 -0.27 -0.11
H -5.4333 -0.8766 -0.1661 -0.36 -0.19 -0.13
H -5.6353 1.3398 0.7888 -0.43 0.22 0.13
H -3.7568 2.5629 1.3955 0.34 0.49 0.16
O -0.6284 -3.0415 2.3105 -0.18 -0.11 0.35
C -1.0512 -3.8455 1.5382 0.04 -0.10 -0.06
O -0.7439 -5.1568 1.5673 -0.08 0.09 0.00
C -1.5892 -5.8227 0.6192 -0.18 -0.22 -0.13
C -1.9412 -4.7034 -0.3323 -0.15 -0.20 -0.16
O -1.8650 -3.5474 0.5178 -0.03 -0.14 0.03
H -1.0619 -6.6402 0.1353 0.18 0.06 0.10
H -2.4594 -6.2227 1.1430 0.01 0.07 0.03
H -1.2274 -4.5921 -1.1361 0.12 0.00 -0.01
H -2.9309 -4.8026 -0.7571 -0.26 0.15 0.04
O -3.5582 -2.7857 4.4418 -0.12 -0.08 -0.01
C -3.0512 -1.7253 4.6044 0.11 -0.03 0.02
O -2.4764 -1.3140 5.7641 -0.02 0.08 -0.18
C -1.7863 -0.0848 5.5070 0.12 0.02 0.04
C -2.5197 0.4397 4.2933 0.01 0.26 -0.08
O -2.9771 -0.7563 3.6600 0.03 0.05 0.15
H -1.8471 0.5818 6.3631 -0.13 -0.15 0.11
H -0.7369 -0.3040 5.3020 -0.02 -0.06 -0.05
H -3.3847 1.0522 4.5567 -0.01 -0.03 0.03
H -1.8825 1.0109 3.6236 0.00 -0.12 -0.13
O -5.7501 -4.8744 -0.6123 0.23 -0.01 -0.16
C -6.3468 -4.4012 0.2964 -0.08 0.02 0.06
O -6.3751 -3.0760 0.5973 -0.17 -0.28 0.08
C -7.3854 -2.8796 1.5946 -0.06 0.25 0.15
C -7.4787 -4.2437 2.2397 -0.06 0.02 0.24
O -7.0991 -5.1121 1.1680 0.03 0.15 -0.01
H -7.0881 -2.1012 2.2927 0.19 0.02 -0.10
H -8.3134 -2.5825 1.1024 0.00 -0.06 -0.04
H -6.7734 -4.3667 3.0630 0.06 0.03 -0.05
H -8.4794 -4.4800 2.5911 -0.02 -0.15 -0.15
O -0.7806 -5.3074 -3.2544 0.01 -0.10 0.01
C -0.1010 -4.3528 -3.4523 0.05 0.10 -0.14
O 0.9200 -4.3039 -4.3385 -0.06 0.09 0.09
C 1.3356 -2.9382 -4.4604 0.09 0.16 -0.11
C 0.8759 -2.3406 -3.1483 0.19 0.11 -0.09
O -0.2498 -3.1629 -2.8196 0.08 -0.08 -0.10
H 2.4109 -2.8736 -4.6028 0.02 -0.20 0.02
H 0.8350 -2.4945 -5.3226 -0.05 -0.02 0.01
H 1.6202 -2.4329 -2.3595 -0.14 -0.13 -0.23
H 0.5810 -1.2981 -3.2329 -0.20 -0.03 0.07
O 4.2210 4.3451 4.4907 0.08 -0.02 0.09
C 3.4155 4.4913 3.6345 -0.03 0.00 -0.02
O 2.7829 5.6615 3.3605 -0.01 -0.15 -0.10
C 2.0663 5.5035 2.1304 -0.07 0.08 -0.09
C 1.8647 4.0083 2.0619 -0.09 -0.02 0.00
O 2.9962 3.5109 2.7931 -0.03 0.19 -0.01
H 1.1313 6.0563 2.1529 0.03 0.05 0.18
H 2.6832 5.8823 1.3122 0.05 -0.03 0.02
H 0.9518 3.6876 2.5626 0.00 0.05 0.00
H 1.8597 3.6292 1.0468 0.14 -0.03 0.14
O 6.3535 5.7311 -3.8344 0.08 -0.03 -0.09
C 5.2831 5.5380 -3.3648 0.01 -0.03 0.04
O 4.1087 5.6285 -4.0590 0.38 -0.09 0.50
C 3.0873 5.0901 -3.2176 -0.60 -0.10 -0.48
C 3.6544 5.2417 -1.8455 -0.10 0.04 0.75
O 5.0634 5.1762 -2.0690 -0.13 0.11 -0.58
H 2.1547 5.6322 -3.3479 0.05 0.06 -0.15
H 2.9305 4.0434 -3.4857 -0.02 -0.01 0.01
H 3.4112 6.2087 -1.4000 0.03 0.01 -0.02
H 3.3261 4.4494 -1.1775 0.19 -0.03 0.07
O 4.7529 -0.4320 -2.0344 -0.25 -0.18 0.34
C 4.8614 0.2823 -2.9781 0.21 0.15 -0.08
O 4.0446 0.2454 -4.0572 0.12 0.13 0.02
C 4.3416 1.3945 -4.8613 -0.05 0.16 -0.31
C 5.7624 1.7227 -4.4575 0.04 0.18 -0.20
O 5.8121 1.2317 -3.1130 -0.23 -0.15 -0.03
H 4.2492 1.1624 -5.9186 -0.08 -0.19 0.05
H 3.6365 2.1889 -4.6108 0.02 -0.01 0.04
H 6.5000 1.1888 -5.0581 -0.01 -0.05 0.04
H 5.9821 2.7872 -4.4934 0.05 -0.01 0.22


7
Properties=species:S:1:pos:R:3:forces:R:3 method="wB97M-V/def2-TZVPD" spin_multiplicity=1 total_charge=-1 de_lowest_kcal_mol=57.7
C -1.6497 0.1639 0.0169 4.03 1.84 -1.29
N -0.8485 1.0529 -0.3932 -0.60 2.49 -0.22
O -0.4583 -0.4086 -0.5272 1.24 -2.52 -0.72
O -2.5567 -0.2743 0.5748 -4.44 -1.95 2.19
O 2.0374 -0.6305 0.2304 -1.70 -1.49 -0.15
F 2.4873 0.6834 0.1274 0.12 1.04 -0.16
H 0.9886 -0.5868 -0.0292 1.34 0.59 0.35


19
Properties=species:S:1:pos:R:3:forces:R:3 method="wB97M-V/def2-TZVPD" spin_multiplicity=1 total_charge=0 de_lowest_kcal_mol=157.6
H 1.3327 0.5703 -2.7535 -0.72 0.25 -0.28
N 0.8929 -0.2579 -2.3646 1.02 -0.08 0.91
C 0.3983 -0.2291 -1.2406 -3.34 0.60 -1.12
N -0.6763 0.8235 -0.3007 1.50 1.21 0.77
C -1.9839 1.2046 -0.7586 -0.08 -0.83 -0.66
C -0.2897 -0.4750 0.0523 2.62 -0.91 -3.48
N -1.0990 -1.6210 0.1283 -1.03 -0.34 1.09
N 1.0895 -0.4904 0.6821 0.42 -1.12 2.08
C 1.7171 0.7299 1.1632 -0.78 0.29 0.26
O 1.1200 -1.4787 1.7104 -0.01 0.01 0.43
H -1.9994 2.2701 -0.9919 0.03 -0.09 0.18
H -2.2713 0.6652 -1.6760 -0.13 0.07 -0.03
H -2.7528 0.9834 -0.0097 0.06 0.16 0.04
H -0.8681 -2.3217 0.8208 0.56 0.30 0.05
H -2.0806 -1.4140 0.2622 0.04 0.33 -0.12
H 2.7503 0.5324 1.4497 -0.15 -0.29 -0.02
H 1.7330 1.4541 0.3532 -0.10 0.05 0.03
H 1.1628 1.1477 2.0079 0.17 0.18 0.05
H 1.8245 -2.0933 1.4654 -0.10 0.20 -0.19


56
Properties=species:S:1:pos:R:3:forces:R:3 method="wB97M-V/def2-TZVPD" spin_multiplicity=1 total_charge=0 de_lowest_kcal_mol=0.0
Bi -0.3795 -0.5993 0.5438 0.52 0.11 -0.10
O -0.7722 1.3957 2.8739 -0.04 0.01 0.17
C -0.5195 1.3951 1.6999 0.01 0.14 -0.34
C -0.2719 2.6909 0.9456 -0.09 -0.26 0.19
C -0.2640 3.8707 1.6814 0.02 0.03 0.02
C -0.0110 5.0801 1.0601 0.01 0.00 -0.06
C 0.2417 5.1171 -0.3077 0.00 0.03 0.06
C 0.2333 3.9457 -1.0456 0.00 -0.04 -0.05
C -0.0363 2.7263 -0.4258 0.06 -0.07 -0.08
P -0.0805 1.1974 -1.4121 -0.40 0.34 0.00
C -1.5327 1.3175 -2.4998 -0.05 -0.11 -0.04
C -1.9039 0.1523 -3.1771 0.02 0.00 0.02
C -3.0278 0.1298 -3.9860 0.01 0.04 0.02
C -3.8116 1.2691 -4.1058 0.00 0.01 0.01
C -3.4659 2.4239 -3.4189 0.03 -0.02 -0.01
C -2.3312 2.4513 -2.6200 0.04 0.02 0.02
C 1.3619 1.2834 -2.5075 0.08 -0.13 0.06
C 2.5820 1.7291 -1.9950 0.01 0.00 0.02
C 3.7016 1.7675 -2.8107 0.01 -0.02 -0.03
C 3.6180 1.3576 -4.1352 -0.02 -0.03 0.02
C 2.4070 0.9126 -4.6477 0.01 0.02 0.04
C 1.2794 0.8745 -3.8382 0.02 0.05 -0.03
H -0.4484 3.8124 2.7463 0.00 -0.01 -0.01
H 0.0014 5.9941 1.6399 -0.01 -0.01 -0.02
H 0.4499 6.0591 -0.7988 0.00 -0.01 0.01
H 0.4431 3.9761 -2.1087 0.00 0.00 0.01
H -1.3211 -0.7552 -3.0504 -0.01 0.02 0.00
H -3.3057 -0.7802 -4.5012 0.01 0.00 0.01
H -4.7018 1.2513 -4.7216 0.02 0.00 0.01
H -4.0863 3.3076 -3.4967 0.01 -0.02 0.01
H -2.0876 3.3536 -2.0752 0.01 -0.01 0.01
H 2.6619 2.0204 -0.9560 -0.01 0.03 -0.04
H 4.6436 2.1068 -2.4003 -0.01 0.00 0.00
H 4.4970 1.3832 -4.7667 -0.02 0.01 0.00
H 2.3329 0.6026 -5.6821 0.00 0.00 0.01
H 0.3375 0.5477 -4.2584 0.02 0.01 0.02
N 1.7614 -1.7861 -1.1862 0.16 -0.03 -0.17
N 2.8426 -1.5273 -0.3255 0.09 -0.31 -0.07
C 2.9292 -0.2869 0.3166 0.07 0.08 0.48
O 4.0224 0.0623 0.7378 -0.11 0.02 -0.24
O 1.8162 0.3480 0.4507 -0.34 0.14 0.23
H 1.5214 -2.7678 -1.1334 0.05 -0.04 -0.02
H 1.9927 -1.5536 -2.1487 -0.02 -0.01 0.01
H 3.7534 -1.8787 -0.5834 -0.04 -0.06 -0.12
C -1.8604 -1.4108 4.3369 -0.01 -0.01 0.00
S -2.1197 -2.2379 2.7408 0.13 0.04 0.05
C -3.6897 -1.6217 2.2798 0.01 0.02 0.02
C -3.9596 -0.8536 1.2082 0.05 0.11 -0.13
S -2.9643 -0.1691 -0.0610 -0.20 -0.08 0.08
S -5.6553 -0.4724 0.9972 -0.05 0.07 -0.14
C -6.2927 -1.3203 2.3640 -0.01 0.07 0.05
S -7.8779 -1.3344 2.7600 -0.04 -0.03 0.00
S -5.0558 -2.1286 3.2516 -0.01 -0.10 0.11
H -0.8999 -1.7634 4.7120 -0.02 0.01 -0.03
H -2.6418 -1.7042 5.0344 0.01 0.01 0.00
H -1.8286 -0.3326 4.2065 0.00 -0.01 -0.01


Number 1: HOMO-LUMO gap 0.2676 Ha. Number 2: HOMO-LUMO gap 0.3283 Ha. Number 3: HOMO-LUMO gap 0.2962 Ha. Number 4: HOMO-LUMO gap 0.2965 Ha. Number 5: HOMO-LUMO gap 0.2637 Ha.